Density functional theory data (the ωB97M-V functional and the def2-TZVPD basis) for C18H23N3O3S as an isolated structure in a non-equilibrium geometry.

Highest occupied orbital energy = -8.433 eV
Molecular weight = 361.47 Da
DFT total energy = -40484.245 eV
Orbital gap = 0.3186 Eh

Positions of all 48 atoms, in Å:
1 O 0.7679 -8.1590 -2.5268
2 O 0.7830 -5.6322 -0.4145
3 O 0.8085 0.8762 -0.7584
4 S -1.8230 3.6700 0.0513
5 C 0.6620 -6.9301 -2.5449
6 C 0.6455 -5.8121 -1.6182
7 C -0.9790 2.5423 -0.9804
8 C -0.0166 2.2206 1.1459
9 C -0.0387 1.8596 -0.2498
10 C 0.2218 -5.9599 -3.5756
11 C 0.1719 -4.9308 -2.6904
12 C -0.9012 3.1982 1.4762
13 C 1.6570 -0.4479 -2.5217
14 C 1.4221 -1.8353 -2.4807
15 N -0.0119 -6.0258 -4.9524
16 N -0.2043 -3.5942 -2.8468
17 N 0.1238 3.7976 3.6298
18 C 0.6873 0.6025 -2.1185
19 C -1.0971 3.9133 2.7618
20 C 0.2348 -2.5192 -1.9261
21 C 1.1919 4.7170 3.1870
22 C -0.1013 3.8105 5.0926
23 C 2.4852 4.4182 3.9101
24 C 1.1571 3.4459 5.7919
25 C 2.2855 4.3974 5.4362
26 H -1.1956 2.4455 -2.0639
27 H 0.6734 1.7897 1.8495
28 H 2.6094 -0.1303 -2.9541
29 H 2.2268 -2.5012 -2.8208
30 H -0.4791 -5.2360 -5.3913
31 H -0.2005 -6.9445 -5.3716
32 H -0.4285 -3.2955 -3.7926
33 H 0.8890 1.4983 -2.6932
34 H -0.3491 0.2903 -2.3650
35 H -1.9691 3.5065 3.3143
36 H -1.3123 5.0007 2.5603
37 H -0.5611 -1.7856 -1.7182
38 H 0.5061 -2.9417 -0.9544
39 H 1.3750 4.5351 2.1228
40 H 0.9034 5.7704 3.3524
41 H -0.4656 4.7904 5.3883
42 H -0.8762 3.0442 5.3636
43 H 2.8649 3.4299 3.6312
44 H 3.2681 5.1253 3.6044
45 H 0.9814 3.4574 6.8339
46 H 1.4340 2.4200 5.5084
47 H 2.1027 5.4430 5.8270
48 H 3.2712 4.0657 5.8922